Entry 1:
Density functional theory data (wB97M-V/def2-TZVPD) for a structure of composition C21H6Br2Cl68F3N2O4S2 in a non-equilibrium geometry.

Summary:
HOMO in Eh: -0.23380
Frontier orbital gap in eV: 7.34
E in a.u.: -38751.21468
Total charge: -1

Positions of all 108 atoms, in Å:
Cl (3.593, -3.384, 9.902)
Cl (3.204, 5.705, 0.940)
H (-1.079, 2.637, 2.585)
Cl (2.316, 1.543, -3.214)
Cl (1.013, 8.622, 8.375)
Cl (0.686, 5.711, -0.464)
C (-3.324, -1.860, -0.543)
Cl (-2.083, 2.811, -3.294)
Cl (-3.817, -5.539, -6.093)
Cl (-2.284, -0.647, 0.179)
C (1.338, 0.272, -3.951)
C (-0.112, -1.620, 3.214)
C (4.159, -5.980, 5.711)
Cl (2.471, -6.052, 5.215)
O (-1.059, 3.017, 4.936)
Cl (-9.064, -6.814, -8.998)
Cl (-1.128, -5.730, -4.318)
C (-0.369, -4.068, 2.401)
C (-1.537, 3.926, -4.543)
Cl (2.857, -0.617, 9.598)
Cl (-3.720, -6.145, -10.410)
Cl (-0.874, 0.787, -11.410)
Cl (-4.018, -1.205, -2.038)
F (-0.104, -4.773, 3.532)
C (2.242, -2.265, 9.653)
Cl (-5.943, -6.379, -7.858)
Cl (-2.674, -7.274, -12.852)
C (2.744, 8.381, 8.642)
Cl (1.501, 4.668, 6.379)
Cl (0.796, -2.374, -7.163)
C (-9.976, -5.495, -8.262)
Cl (-3.423, 2.068, -11.814)
C (-0.614, -2.333, -8.221)
Cl (5.965, 5.146, 9.289)
Cl (2.424, 2.022, 5.714)
Cl (2.961, 7.092, -1.578)
Cl (2.913, 4.210, -1.506)
Cl (-4.371, -8.853, -11.135)
Cl (0.435, 2.362, 7.759)
C (7.352, 6.162, 9.666)
O (-2.876, -0.822, 3.652)
Cl (1.495, -4.553, -4.032)
Cl (-9.066, -3.993, -8.425)
C (-5.371, -5.084, -6.806)
C (5.329, 0.006, -0.828)
F (0.498, -2.323, 1.072)
Cl (4.862, -7.602, 5.645)
Cl (6.694, -0.068, 0.291)
C (0.465, -2.757, 2.387)
C (-0.757, -1.951, 4.554)
S (-2.045, -0.747, 4.841)
Cl (8.319, 6.400, 8.206)
F (-1.687, -3.790, 2.373)
Cl (8.344, 5.381, 10.905)
Cl (1.097, -2.428, 10.987)
Cl (-10.246, -5.846, -6.555)
N (-1.129, 0.564, 4.890)
Cl (5.058, -4.915, 4.622)
Cl (-1.265, -0.693, -8.281)
H (-0.792, -1.069, 2.570)
Cl (3.147, 3.209, 8.247)
H (0.714, -0.944, 3.423)
Cl (3.155, 8.923, 10.277)
Cl (-1.842, -3.431, -7.597)
Cl (-0.985, 3.511, -12.352)
C (2.940, 11.371, 3.778)
Cl (-11.534, -5.331, -9.081)
Cl (6.797, 7.727, 10.259)
Cl (-0.073, -0.028, -2.948)
O (-3.251, 1.978, 4.865)
Cl (-1.724, 2.893, -9.636)
C (-4.058, -7.228, -11.756)
Br (2.305, -3.169, 2.849)
Cl (-2.570, 5.359, -4.557)
Cl (4.067, -1.106, -0.301)
Cl (-5.482, -6.653, -12.629)
Cl (-4.615, -2.262, 0.584)
O (-2.687, -1.104, 6.080)
S (-1.868, 1.908, 4.478)
Cl (5.872, -0.443, -2.450)
Cl (-5.107, -3.623, -7.767)
Br (0.057, -5.210, 0.884)
H (-1.287, -2.895, 4.613)
Cl (3.133, 6.679, 8.443)
Cl (0.551, -6.409, -2.042)
Cl (4.682, 1.647, -0.863)
Cl (1.772, 10.908, 5.011)
Cl (-2.409, -3.330, -0.932)
Cl (-6.544, -4.776, -5.534)
Cl (4.251, -5.357, 7.357)
H (-0.057, -1.893, 5.385)
Cl (3.651, 9.330, 7.460)
Cl (0.130, 4.407, -4.221)
N (-1.823, 1.976, 2.800)
Cl (-1.623, 3.126, -6.118)
C (2.437, 5.683, -0.648)
Cl (-0.143, -2.836, -9.853)
Cl (2.678, 13.057, 3.313)
Cl (1.439, -2.646, 8.133)
C (0.524, -5.999, -3.759)
H (-2.699, 2.414, 2.517)
Cl (2.752, 10.335, 2.363)
C (-1.750, 2.312, -11.304)
Cl (4.576, 11.191, 4.424)
C (1.858, 3.064, 7.019)
Cl (0.811, 0.776, -5.560)
Cl (1.205, -7.349, -4.679)
Cl (2.302, -1.208, -4.072)

These are the Mulliken partial charges, in e, on atoms 1 to 5: Cl -0.122; Cl -0.100; H 0.248; Cl 0.092; Cl -0.121

Entry 2:
Density functional theory data (wB97M-V/def2-TZVPD) for a cluster of 14 separate species, C21H70N14O21 in total in a non-equilibrium geometry.

Summary:
HOMO in Eh: -0.34105
Frontier orbital gap in eV: 9.48
E in a.u.: -3188.64794
Energy above the lowest of the compared OMol25 structures with the same formula, charge and spin in kJ/mol: 822.4

Positions of all 126 atoms, in Å:
H (7.366, -3.013, -3.316)
N (-4.229, 4.967, 1.321)
C (0.591, 0.995, 6.721)
O (5.059, -1.845, 5.221)
N (-1.057, -1.239, 0.848)
C (0.037, -0.617, 0.796)
H (3.190, -2.115, 3.820)
O (5.027, 4.086, 4.026)
N (3.581, -3.022, 4.032)
N (-1.209, 5.074, -3.146)
O (-4.085, -7.181, 4.368)
H (-4.235, 1.813, -4.396)
N (-5.784, -0.496, 5.477)
H (6.801, -1.486, -3.824)
H (3.455, 2.956, 1.851)
O (-3.293, -0.755, -2.693)
H (4.363, 3.949, 0.815)
C (4.019, 3.889, 1.847)
H (0.548, -4.086, -2.879)
H (-7.389, 1.378, -0.740)
O (4.775, 4.970, -5.167)
H (1.072, 0.171, 6.195)
H (-9.488, 2.348, -0.256)
N (4.890, -4.079, 5.198)
H (-1.794, -6.911, 3.298)
O (-3.870, -1.261, 4.604)
O (4.384, 2.588, -3.265)
H (-4.119, 5.868, 1.764)
H (1.177, 0.058, -5.912)
C (0.064, 4.858, -3.383)
N (-4.624, -1.697, 6.680)
H (5.719, 2.952, 2.569)
H (-1.954, -5.423, 2.324)
H (-3.409, 1.615, -2.809)
O (-3.214, 3.417, 0.187)
H (3.910, 5.261, -4.868)
H (1.435, 3.559, -2.818)
H (-9.532, -0.089, 1.051)
H (-0.002, 3.205, -2.042)
O (-7.027, 0.659, 1.248)
H (-9.693, 0.263, -0.620)
H (-0.110, -1.001, -1.131)
O (0.661, -0.147, 1.752)
H (-7.519, -0.357, -0.413)
H (5.972, 4.701, 2.275)
C (-3.569, -0.043, -3.681)
H (1.068, -1.154, -8.537)
H (-6.362, -0.752, 6.265)
N (-2.151, 4.413, 1.749)
H (2.988, -3.819, 3.852)
H (-1.100, -5.189, -4.048)
H (-2.414, -4.214, 4.072)
O (1.078, 3.367, 7.505)
H (-3.852, -0.148, -5.734)
C (-4.683, -1.176, 5.494)
H (4.348, 1.630, -3.217)
O (0.659, 0.758, 8.090)
C (5.607, -2.537, -2.463)
H (4.782, -3.979, -1.513)
H (-1.492, -1.368, 1.750)
H (1.060, 2.740, 5.640)
C (5.311, 3.952, 2.710)
N (5.670, -3.765, -1.944)
H (4.352, -4.856, 4.844)
O (-0.435, -4.756, -4.588)
H (-5.008, -7.125, 4.628)
C (-2.321, -5.962, 3.197)
H (-4.458, -5.462, 3.312)
H (-4.133, -6.707, 2.272)
H (-1.368, 3.896, 1.375)
H (-5.384, -1.594, 7.338)
C (4.590, -2.899, 4.822)
H (-1.556, -1.156, -0.026)
O (3.010, 4.823, 2.240)
N (-3.680, 1.297, -3.728)
C (1.399, 2.359, 6.604)
H (0.013, 0.175, -7.169)
H (5.694, 2.771, -4.919)
H (1.390, -6.448, -4.715)
H (-6.160, 0.357, 0.967)
H (2.469, 2.159, 6.664)
C (-3.802, -6.329, 3.239)
N (0.469, 3.824, -2.686)
H (5.659, -4.152, 5.849)
O (-2.147, -5.100, 4.326)
H (2.938, 0.989, -7.246)
H (-3.790, -2.243, 6.837)
C (0.709, -4.550, -3.852)
C (5.635, 3.048, -3.867)
H (-2.088, 5.199, 2.379)
O (0.758, 5.469, -4.146)
H (2.905, 4.791, 3.194)
H (6.513, 2.619, -3.383)
H (6.450, -4.398, -1.839)
H (1.312, -3.843, -4.422)
H (5.834, 3.939, 4.525)
N (-3.587, -0.627, -4.885)
H (2.533, -5.682, -3.640)
H (0.350, -0.132, 8.275)
C (1.084, 0.065, -6.999)
H (-0.448, 1.016, 6.391)
O (4.715, -1.649, -2.414)
C (-3.184, 4.276, 1.048)
H (-1.665, 5.846, -3.611)
H (6.561, 4.944, -4.168)
C (-7.740, 0.636, -0.023)
O (0.934, -6.722, -2.836)
O (1.324, -1.172, -7.611)
H (5.120, 5.087, -3.203)
H (1.339, 3.006, 8.355)
C (5.552, 4.551, -4.048)
H (2.739, 0.748, -9.225)
C (1.932, 1.218, -7.596)
H (1.645, 2.157, -7.123)
H (-6.204, -0.156, 4.624)
C (-9.234, 0.637, 0.295)
H (-1.634, 4.529, -2.410)
N (6.638, -2.314, -3.270)
H (-3.362, -1.600, -4.738)
C (1.470, -5.861, -3.800)
H (0.717, -7.526, -3.314)
O (-9.768, 1.918, 0.555)
H (-4.974, 4.806, 0.658)
H (1.473, -0.341, -0.465)
O (1.999, 1.324, -9.020)
N (0.500, -0.611, -0.427)

These are the Mulliken partial charges, in e, on atoms 1 to 5: H 0.139; N -0.436; C -0.171; O -0.673; N -0.289

What is the formula in the second record?
C21H70N14O21

Which of these has the highest E?
C21H70N14O21